The following is a quantum chemistry calculation of a cluster of 10 separate species, C5H32N2O9 in total, from OMol25.

```
48
Properties=species:S:1:pos:R:3:lowdin_charge:R:1
C 3.346 -0.325 0.311 -0.072
C 1.920 -0.712 0.708 -0.211
N 1.283 -1.414 -0.533 -0.051
C -0.199 -1.274 -0.414 -0.399
C -0.909 -1.759 -1.696 -0.063
C -0.848 -2.149 0.749 -0.216
N -0.750 -1.621 2.094 0.012
H 3.320 0.612 -0.295 0.085
H 3.755 -1.106 -0.301 0.066
H 3.954 -0.232 1.166 0.053
H 1.937 -1.419 1.535 0.092
H 1.166 0.075 0.907 0.097
H 1.674 -2.323 -0.655 0.103
H -0.410 -0.223 -0.238 0.076
H -0.621 -1.170 -2.595 0.082
H -0.599 -2.777 -1.889 0.086
H -1.966 -1.641 -1.627 0.064
H -1.867 -2.321 0.335 0.114
H -0.245 -3.068 0.733 0.116
H 0.117 -1.625 2.614 0.058
H -1.286 -0.781 2.161 0.018
O 1.448 0.512 -4.476 -0.078
H 2.266 1.016 -4.573 0.054
H 1.157 0.590 -3.544 -0.015
O 2.700 -1.836 -3.483 -0.094
H 2.245 -1.601 -2.655 -0.018
H 2.300 -1.192 -4.108 0.005
O 0.871 2.879 0.139 -0.045
H 0.073 2.666 -0.363 0.039
H 0.810 3.843 0.222 0.080
O 0.614 0.980 -1.967 -0.084
H 1.215 0.273 -1.587 0.056
H 1.085 1.751 -1.608 0.055
O -1.096 1.506 1.840 -0.061
H -1.831 2.121 1.915 0.017
H -0.349 1.983 1.468 0.001
O -4.211 0.236 2.592 -0.066
H -4.379 -0.688 2.833 0.046
H -3.280 0.357 2.885 0.029
O -3.249 2.593 0.576 -0.067
H -4.049 2.366 1.069 0.043
H -3.501 2.441 -0.342 0.034
O -2.198 1.123 -1.498 -0.057
H -1.876 0.632 -0.711 0.026
H -1.489 0.861 -2.082 0.005
O 0.795 0.968 4.792 -0.060
H -0.111 0.710 4.579 0.022
H 1.266 0.162 5.017 0.027
```

## Properties
Relative energy (zero: lowest compared OMol25 entry of this formula, charge and spin): 158.80 kJ/mol
Molecular weight: 264.3 u
Net charge: 0
SMILES: CCN[C@@H](C)CN.O.O.O.O.O.O.O.O.O
HOMO: -8.6 eV
Gap between HOMO and LUMO: 8.7869 eV
LUMO level: 0.1 eV
2S+1: 1